The following is a quantum chemistry calculation of a 3-piece molecular cluster, C12H18O6 overall in a non-equilibrium geometry, from the Open Molecules 2025 dataset.

E_HOMO in eV: -9.942
Energy in hartree: -919.4613
SMILES: O=C1CCCO1.O=C1CCCO1.O=C1CCCO1
ΔE to the lowest compared entry with this formula, charge and spin in eV: 1.496
Frontier orbital gap in eV: 10.55

Element x y z (Å)
1 O -6.04 -0.35 -0.06
2 C -5.30 0.59 0.20
3 C -5.00 1.76 -0.78
4 C -4.12 2.69 0.00
5 C -3.77 2.03 1.32
6 O -4.68 0.97 1.37
7 H -4.35 1.35 -1.56
8 H -5.88 2.29 -1.16
9 H -3.23 2.92 -0.58
10 H -4.72 3.59 0.05
11 H -2.76 1.66 1.45
12 H -3.97 2.71 2.16
13 O 0.04 2.79 1.93
14 C 0.15 2.59 0.72
15 C 1.44 2.12 0.06
16 C 0.85 1.19 -0.90
17 C -0.58 1.59 -1.18
18 O -0.87 2.47 -0.15
19 H 2.01 2.96 -0.34
20 H 2.08 1.69 0.83
21 H 1.41 1.29 -1.83
22 H 0.83 0.15 -0.60
23 H -0.61 2.12 -2.13
24 H -1.31 0.78 -1.11
25 O 2.48 -1.77 -0.58
26 C 3.34 -2.48 -0.22
27 C 3.70 -3.88 -0.86
28 C 4.12 -4.57 0.43
29 C 4.82 -3.49 1.21
30 O 4.12 -2.26 0.92
31 H 2.85 -4.40 -1.32
32 H 4.53 -3.75 -1.56
33 H 3.25 -4.87 1.02
34 H 4.60 -5.53 0.24
35 H 4.83 -3.64 2.29
36 H 5.76 -3.29 0.70

The following is a quantum chemistry calculation of an isolated ion of composition C12H18O8P and charge -1 in a non-equilibrium geometry, from the Open Molecules 2025 dataset.

E_HOMO in eV: -2.359
Energy in hartree: -1411.3496
SMILES: CCOC(=O)[C@@H]([C@H]1C=C([O-])OC1=O)P(=O)(OCC)OCC
ΔE to the lowest compared entry with this formula, charge and spin in eV: 3.515
Frontier orbital gap in eV: 5.36
Total charge: -1

Element x y z (Å)
1 C -4.66 0.09 0.13
2 C -3.81 1.30 0.16
3 O -2.49 0.90 -0.27
4 C -1.70 0.36 0.64
5 O -1.89 0.54 1.85
6 C -0.56 -0.55 0.10
7 C -0.55 -0.76 -1.39
8 C -1.36 -0.22 -2.42
9 C -1.00 -0.52 -3.78
10 O -1.44 -0.25 -4.88
11 O 0.16 -1.33 -3.64
12 C 0.38 -1.56 -2.31
13 O 1.12 -2.45 -1.92
14 P 1.12 0.21 0.32
15 O 1.65 0.68 -0.99
16 O 1.08 1.29 1.47
17 C 1.50 2.70 1.41
18 C 2.98 2.90 1.38
19 O 2.02 -0.84 1.12
20 C 2.40 -2.17 0.67
21 C 3.61 -2.67 1.37
22 H -5.68 0.39 0.28
23 H -4.63 -0.47 -0.79
24 H -4.51 -0.57 0.97
25 H -3.67 1.63 1.17
26 H -4.09 2.07 -0.56
27 H -0.47 -1.25 1.03
28 H -1.13 -1.60 -0.79
29 H -2.28 0.29 -2.24
30 H 1.04 3.14 2.30
31 H 1.00 3.11 0.53
32 H 3.18 3.97 1.39
33 H 3.44 2.44 2.25
34 H 3.40 2.48 0.48
35 H 1.54 -2.83 0.76
36 H 2.58 -2.14 -0.40
37 H 3.81 -3.69 1.03
38 H 4.45 -2.02 1.14
39 H 3.45 -2.62 2.43

The following is a quantum chemistry calculation of C12H19BClF6HfN2O5P as an isolated structure, from the Open Molecules 2025 dataset.

E_HOMO in eV: -13.818
Energy in hartree: -2427.8695
Frontier orbital gap in eV: 7.83
Total charge: +2

Element x y z (Å)
1 Hf -0.35 -0.38 -0.51
2 F -1.82 -0.30 -2.56
3 C -1.89 -1.45 -1.68
4 F -2.81 -0.99 -0.72
5 H -2.33 -2.27 -2.24
6 F -1.76 1.69 3.30
7 B -1.28 0.47 3.61
8 F -0.05 0.39 4.04
9 F -2.09 -0.55 3.59
10 F -0.70 0.27 1.32
11 N -2.34 2.61 -3.62
12 C -1.27 3.38 -2.89
13 P -1.28 2.68 -1.19
14 O -2.69 2.27 -0.95
15 O -0.18 1.62 -1.11
16 C -0.91 3.96 0.08
17 N -1.76 3.60 1.27
18 H -2.71 3.13 -4.42
19 H -3.09 2.39 -2.94
20 H -1.99 1.71 -3.96
21 H -1.56 4.43 -2.88
22 H -0.32 3.27 -3.40
23 H -1.20 4.95 -0.26
24 H 0.14 3.97 0.37
25 H -2.70 3.36 0.94
26 H -1.81 4.37 1.94
27 H -1.42 2.78 1.78
28 C 2.05 -1.60 2.96
29 C 0.80 -2.42 2.97
30 C 0.32 -3.00 4.14
31 C -0.84 -3.76 4.15
32 Cl -1.39 -4.44 5.63
33 C -1.56 -3.98 2.98
34 C -1.11 -3.41 1.80
35 C 0.05 -2.65 1.82
36 O 0.47 -2.08 0.58
37 C 1.58 -2.78 -0.05
38 C 2.15 -1.87 -1.12
39 O 3.14 -2.11 -1.72
40 O 1.37 -0.77 -1.31
41 H 2.23 -1.16 3.94
42 H 1.99 -0.78 2.24
43 H 2.93 -2.20 2.71
44 H 0.86 -2.85 5.06
45 H -2.46 -4.57 3.00
46 H -1.64 -3.57 0.87
47 H 1.20 -3.69 -0.51
48 H 2.33 -3.03 0.69

Repeat the third record exactly.
The following is a quantum chemistry calculation of C12H19BClF6HfN2O5P as an isolated structure, from the Open Molecules 2025 dataset.

E_HOMO in eV: -13.818
Energy in hartree: -2427.8695
Frontier orbital gap in eV: 7.83
Total charge: +2

Element x y z (Å)
1 Hf -0.35 -0.38 -0.51
2 F -1.82 -0.30 -2.56
3 C -1.89 -1.45 -1.68
4 F -2.81 -0.99 -0.72
5 H -2.33 -2.27 -2.24
6 F -1.76 1.69 3.30
7 B -1.28 0.47 3.61
8 F -0.05 0.39 4.04
9 F -2.09 -0.55 3.59
10 F -0.70 0.27 1.32
11 N -2.34 2.61 -3.62
12 C -1.27 3.38 -2.89
13 P -1.28 2.68 -1.19
14 O -2.69 2.27 -0.95
15 O -0.18 1.62 -1.11
16 C -0.91 3.96 0.08
17 N -1.76 3.60 1.27
18 H -2.71 3.13 -4.42
19 H -3.09 2.39 -2.94
20 H -1.99 1.71 -3.96
21 H -1.56 4.43 -2.88
22 H -0.32 3.27 -3.40
23 H -1.20 4.95 -0.26
24 H 0.14 3.97 0.37
25 H -2.70 3.36 0.94
26 H -1.81 4.37 1.94
27 H -1.42 2.78 1.78
28 C 2.05 -1.60 2.96
29 C 0.80 -2.42 2.97
30 C 0.32 -3.00 4.14
31 C -0.84 -3.76 4.15
32 Cl -1.39 -4.44 5.63
33 C -1.56 -3.98 2.98
34 C -1.11 -3.41 1.80
35 C 0.05 -2.65 1.82
36 O 0.47 -2.08 0.58
37 C 1.58 -2.78 -0.05
38 C 2.15 -1.87 -1.12
39 O 3.14 -2.11 -1.72
40 O 1.37 -0.77 -1.31
41 H 2.23 -1.16 3.94
42 H 1.99 -0.78 2.24
43 H 2.93 -2.20 2.71
44 H 0.86 -2.85 5.06
45 H -2.46 -4.57 3.00
46 H -1.64 -3.57 0.87
47 H 1.20 -3.69 -0.51
48 H 2.33 -3.03 0.69

Question: What is the frontier orbital gap in the first record?
Answer: 10.55 eV